DFT (ωB97M-V/def2-TZVPD) results for the molecule C12H18O2.

Structure (ORCA input):
```
! RIJCOSX wB97M-V def2-TZVPD def2/J DEFGRID3
* xyz 0 1
C -3.03087 -1.30130 -3.18152
C -2.60293 -1.06414 -1.79874
C -1.30206 -1.20903 -1.34436
C -0.08396 -1.49979 -2.22610
C 1.04855 -1.46056 -1.14854
C 1.28840 -0.03696 -0.65228
C -0.03348 0.27781 0.12761
O 0.20943 0.57676 1.48628
C 0.75088 1.78774 1.74716
O 0.88613 2.71293 0.92625
C 1.03618 2.07124 3.22323
C 2.07034 3.21531 3.51200
C -0.79281 -1.07433 0.06435
C 0.36251 -2.09879 0.05858
H -3.34559 -2.35474 -3.36055
H -2.21917 -1.12694 -3.88595
H -3.85246 -0.63256 -3.42025
H -3.33595 -0.84345 -1.03474
H -0.16419 -2.46588 -2.73302
H 0.04650 -0.71224 -2.94078
H 1.96925 -1.99291 -1.47099
H 2.11410 -0.01653 0.04763
H 1.47300 0.66162 -1.43317
H -0.60793 1.05526 -0.36167
H 1.43473 1.19214 3.63700
H 0.10894 2.28098 3.73630
H 2.34923 3.19043 4.58499
H 1.74233 4.23043 3.23620
H 2.97779 3.02235 2.90136
H -1.56323 -1.21198 0.86848
H 0.05229 -3.13164 -0.10158
H 1.01402 -2.04124 0.93679
*
```

- SMILES string: C/C=C1\C[C@H]2C[C@H](OC(=O)CC)[C@@H]1C2
- E_tot: -618.5176 a.u.
- E_HOMO: -8.7 eV
- Orbital gap: 0.353 Eh
- Relative energy (zero: lowest compared OMol25 entry of this formula, charge and spin): 0.0 kcal/mol
- Maximum force: 0.07858 Eh/bohr